A structure of composition C32H32I3N5O4Ru. Source: OMol25; level of theory: wB97M-V/def2-TZVPD.

Results
relative energy (zero: lowest compared OMol25 entry of this formula, charge and spin)	52.7	kcal/mol
2S+1	2
HOMO-LUMO gap (alpha / beta)	0.141 / 0.221	hartree
HOMO (alpha / beta)	-0.0638 / -0.1437	hartree
total charge	-1
max |F|	0.53	eV Å⁻¹

Cartesian coordinates (Å):
C1 -1.849 3.304 5.553
C2 -1.846 1.777 7.533
H1 -3.568 0.488 -7.553
O1 0.370 -1.268 1.683
I1 4.387 2.733 2.100
H2 -3.971 3.707 5.441
H3 -1.034 2.598 -3.099
C3 -0.633 -1.981 2.103
H4 -4.617 1.756 1.550
H5 -1.160 0.950 7.718
C4 -3.131 0.431 -6.564
C5 -3.660 1.509 1.989
C6 2.783 -0.328 -0.527
N1 -1.343 1.031 1.650
H6 -3.574 0.531 7.837
C7 -0.385 -2.683 3.420
H7 -0.265 1.196 -4.931
H8 -0.978 -2.219 4.213
H9 0.778 2.469 -3.131
O2 -2.015 -0.287 5.824
C8 5.167 -0.262 -0.927
C9 -1.457 0.212 -2.641
N2 -1.523 -0.792 -0.506
H10 -3.841 -0.665 -3.422
H11 -0.211 0.614 3.309
C10 -0.145 2.180 -2.639
C11 -2.258 1.027 3.856
N3 -1.962 1.956 6.090
H12 -1.403 2.688 7.941
C12 -3.514 1.334 3.354
H13 -1.265 1.331 -7.135
C13 -1.843 -2.138 1.478
C14 -2.250 -1.650 0.195
H14 -3.055 1.406 9.284
H15 -3.205 4.325 6.912
H16 -1.686 3.240 4.480
I2 0.002 3.256 -0.714
O3 -0.201 0.836 -2.419
C15 2.880 0.714 0.483
H17 0.305 -2.102 -1.741
H18 -4.825 -0.546 -5.669
H19 0.670 -2.601 3.679
N4 -2.021 -0.572 -1.746
C16 -1.283 0.851 -5.061
H20 -4.010 -2.854 0.317
C17 -3.529 -2.174 -0.385
C18 -1.995 0.308 -3.959
H21 2.197 -3.171 -2.997
H22 -3.344 -2.693 -1.329
H23 -0.957 3.766 5.986
C19 -3.068 4.171 5.841
H24 -3.912 2.262 7.994
C20 4.166 1.224 0.689
Ru1 0.082 0.173 0.346
C21 -2.550 1.363 1.174
C22 -2.056 0.829 5.331
H25 4.491 -2.315 -2.682
C23 -3.833 -0.142 -5.500
H26 -0.661 -3.737 3.364
I3 6.898 -0.925 -1.898
H27 -2.618 1.508 0.104
C24 3.903 -0.838 -1.212
C25 -3.291 -0.212 -4.235
C26 -3.182 1.479 8.203
C27 -1.846 0.911 -6.321
H28 -2.557 -2.774 1.988
N5 1.518 -0.789 -0.763
C28 -1.210 0.863 2.969
H29 -4.209 -1.352 -0.625
C29 5.282 0.746 -0.006
H30 -2.950 5.149 5.371
C30 2.397 -2.360 -2.311
C31 3.663 -1.890 -2.130
H31 6.251 1.184 0.192
O4 1.836 1.105 1.098
C32 1.328 -1.776 -1.604
H32 -4.362 1.427 4.023

Here are the Löwdin charges for atoms 1 to 2, given in e: atom 1 (C): -0.202, atom 2 (C): -0.203